one | Entry from OMol25: a cluster of 2 separate species, C5H15N3 in total (ωB97M-V with the def2-TZVPD basis set).

```
23
Properties=species:S:1:pos:R:3:lowdin_charge:R:1
C 1.94176 -0.17701 1.10199 -0.174
C 2.02727 0.33854 -1.20624 -0.178
C -0.65005 -1.77278 -0.39719 -0.134
N 1.39192 0.62094 0.04557 -0.075
N -1.01074 -0.65531 0.45587 -0.081
H -1.65595 -0.93781 1.19171 0.115
H 1.96317 -1.26023 0.88846 0.073
H 1.39610 -0.00931 2.02898 0.067
H 2.99782 0.11244 1.26046 0.087
H 3.08822 0.64806 -1.15741 0.089
H 2.05337 -0.73380 -1.47200 0.077
H 1.55598 0.89541 -2.01738 0.070
H -0.11642 -1.40104 -1.26971 0.066
H -1.50358 -2.36957 -0.73759 0.071
H 0.02376 -2.43810 0.15193 0.072
C -1.50548 1.70868 0.89198 -0.069
C -1.46333 0.61032 -0.16221 -0.583
N -2.71016 0.40308 -0.75357 0.153
H -2.61870 -0.37701 -1.41014 0.035
H -0.62254 0.85244 -0.85656 0.119
H -2.19839 1.43644 1.69240 0.072
H -0.51111 1.87944 1.29868 0.055
H -1.87293 2.62618 0.43196 0.073
```

gap between HOMO and LUMO (alpha / beta)	8.55 / 8.65	eV
molar mass	117.20	g mol⁻¹
LUMO energy (alpha / beta)	-0.14 / -0.01	eV



two | Entry from OMol25: a structure of composition C5H15N3 (ωB97M-V with the def2-TZVPD basis set).

```
23
Properties=species:S:1:pos:R:3:lowdin_charge:R:1
C -1.23278 1.45079 -0.32716 -0.311
C -2.00427 0.42246 0.51674 -0.209
C -1.08833 -0.58263 1.25151 -0.182
C -0.08274 -1.05607 0.23402 -0.217
N 1.02377 -0.07588 0.12781 -0.001
C 1.56945 -0.01403 -1.19785 -0.393
N 1.55763 -1.25442 -1.85133 0.056
N -0.07178 1.92644 0.37163 0.015
H -0.97838 1.01228 -1.30699 0.095
H -1.93070 2.26416 -0.53175 0.112
H -2.66194 0.83296 1.27756 0.104
H -2.65110 -0.08690 -0.20516 0.109
H -1.73618 -1.29576 1.75366 0.110
H -0.58771 -0.03577 2.05432 0.105
H -0.62567 -0.96741 -0.73078 0.114
H 0.34052 -2.05416 0.27888 0.106
H 3.21413 -1.82661 0.95737 0.037
H 2.50207 0.56972 -1.11217 0.147
H 0.86775 0.63345 -1.79409 0.160
H 1.69280 -1.06913 -2.84835 0.023
H 2.60367 -1.64452 1.30218 0.018
H -0.31925 2.00141 1.35802 0.066
H 0.59903 0.84963 0.42191 -0.064
```

gap between HOMO and LUMO	5.19	eV
molar mass	117.20	g mol⁻¹
LUMO energy	-2.24	eV



three | Entry from OMol25: a cluster of 2 separate species, C5H15N3 in total (ωB97M-V with the def2-TZVPD basis set).

```
23
Properties=species:S:1:pos:R:3:lowdin_charge:R:1
C 3.03880 -0.52702 0.60070 -0.007
C 2.17644 -0.89534 -0.34880 -0.131
N 0.69889 -1.15805 -0.23490 -0.391
N 0.10047 -1.38582 -1.45971 0.041
N 0.33662 -2.09315 0.72350 0.048
H 2.77117 -0.53561 1.65225 0.044
H 4.04091 -0.19236 0.34922 0.049
H 2.52766 -0.86646 -1.38106 0.096
H -0.90205 -1.48248 -1.32542 0.073
H 0.44562 -2.26964 -1.83000 0.079
H 0.90826 -1.95024 1.55509 0.074
H -0.61427 -1.88598 1.02172 0.071
C -2.48143 0.68725 0.23634 -0.146
C -1.07418 1.17423 0.51806 -0.353
C -0.63984 2.26105 -0.44495 -0.143
H -3.22406 1.47679 0.39983 0.070
H -2.58051 0.34977 -0.80106 0.063
H -2.74259 -0.14946 0.89164 0.059
H -1.00128 1.52948 1.55065 0.092
H -0.22488 0.29478 0.39913 0.109
H 0.38773 2.57317 -0.23047 0.066
H -0.67307 1.89409 -1.47599 0.069
H -1.27441 3.15099 -0.36576 0.067
```

gap between HOMO and LUMO	8.80	eV
molar mass	117.20	g mol⁻¹
SMILES	C=CN(N)N.CCC
LUMO energy	1.02	eV



Bottom line: three, by a margin of 0.877 eV.



one | Entry from OMol25: a cluster of 9 separate species, C3H24O9 in total (ωB97M-V with the def2-TZVPD basis set).

```
36
Properties=species:S:1:pos:R:3:lowdin_charge:R:1
O -1.67664 0.64503 0.21519 0.194
H -1.80064 1.49203 0.78019 0.123
H -1.02864 0.80103 -0.49481 0.090
H -1.49264 -0.11797 0.79119 0.064
C -0.32064 -1.80497 -1.97381 -0.077
C 0.84436 -2.77897 -1.60681 -0.651
C 1.65036 -2.94897 -2.81581 -0.121
O 1.71536 -2.27297 -0.64481 -0.309
H -1.06864 -2.23997 -2.64381 0.070
H 0.13236 -0.92297 -2.39281 0.056
H -0.91064 -1.56297 -1.09981 0.033
H 0.42036 -3.67397 -1.16781 0.108
H 2.22536 -2.01597 -2.98181 0.081
H 1.01836 -3.07597 -3.74981 0.085
H 2.37836 -3.73197 -2.64981 0.067
O -1.86964 3.36603 0.02919 -0.028
H -1.78764 3.93803 0.81119 0.071
H -1.59564 4.01203 -0.61881 0.053
O 0.93536 -0.24597 0.71519 -0.115
H 1.19036 -0.95497 0.07319 -0.022
H 1.74036 0.32403 0.73719 0.082
O 0.93636 -0.28497 3.31719 -0.089
H 0.95236 -0.30797 2.36319 -0.065
H 0.47636 -1.13397 3.52119 0.039
O 0.28736 1.72803 -1.70581 -0.047
H 1.18836 1.49703 -1.44881 0.058
H 0.17136 2.66403 -1.91681 0.049
O -1.47164 -1.47797 1.90219 -0.006
H -1.97064 -1.96997 2.50519 0.045
H -0.77864 -2.09097 1.61319 0.087
O 1.60536 3.24503 0.64419 -0.039
H 0.65236 3.11003 0.63919 -0.001
H 1.73836 4.11303 0.26119 0.040
O -1.77464 1.74303 2.77319 -0.052
H -0.87464 2.06503 3.06019 0.093
H -1.83764 0.87103 3.15919 0.036
```

gap between HOMO and LUMO	5.54	eV
molar mass	204.22	g mol⁻¹
LUMO energy	-0.79	eV



two | Entry from OMol25: a cluster of 9 separate species, C3H24O9 in total (ωB97M-V with the def2-TZVPD basis set).

```
36
Properties=species:S:1:pos:R:3:lowdin_charge:R:1
C -3.01441 1.16736 1.85476 -0.128
O -2.49716 -0.04661 2.36038 -0.132
H -2.23748 1.64120 1.25478 0.064
H -3.84817 0.99609 1.17387 0.079
H -3.40116 1.79750 2.65567 0.091
H -2.42713 -0.66254 1.62735 0.065
C 2.82444 0.46761 -1.37798 -0.047
O 1.50063 -0.24025 -1.38501 -0.170
H 2.92162 0.86409 -2.38866 0.080
H 2.75876 1.30055 -0.67799 0.052
H 3.70029 -0.09741 -1.05904 0.088
H 0.86686 0.35146 -1.79710 0.040
C 0.40540 -2.33270 -3.33292 -0.190
O 0.28687 -3.70156 -3.57381 -0.108
H 1.35099 -2.18058 -2.81249 0.071
H 0.45626 -1.77300 -4.26685 0.074
H -0.43733 -1.96561 -2.74714 0.072
H -0.53123 -3.96387 -4.00218 0.079
O 1.92279 1.54779 2.01812 -0.056
H 1.36892 2.29310 1.78584 -0.022
H 2.74051 1.69958 1.54426 0.014
O -0.68527 2.10782 -1.71786 -0.025
H -1.22934 1.32209 -1.77116 0.055
H -0.64757 2.43503 -2.61661 0.064
O -0.23370 -0.58808 4.08959 -0.056
H -0.99130 -0.59350 3.50457 -0.026
H 0.48580 -0.92167 3.55361 0.024
O 0.47472 3.34072 0.61164 -0.041
H -0.06930 2.82572 0.01577 -0.003
H 0.99785 3.89932 0.03673 0.057
O -0.32314 -0.87027 0.50375 -0.045
H 0.35808 -0.95857 -0.16287 0.007
H -0.27947 0.04771 0.77138 0.027
O -0.72398 -3.42856 2.03017 -0.055
H -0.57304 -2.62592 1.53097 -0.025
H -1.27058 -3.15404 2.76645 0.025
```

gap between HOMO and LUMO	9.75	eV
molar mass	204.22	g mol⁻¹
SMILES	CO.CO.CO.O.O.O.O.O.O
LUMO energy	-0.49	eV



Bottom line: two, by a margin of 1.145 eV.



one | Entry from OMol25: a cluster of 17 separate species, H34O17 in total (ωB97M-V with the def2-TZVPD basis set).

```
51
Properties=species:S:1:pos:R:3:lowdin_charge:R:1
O -1.76320 1.93583 -1.98307 -0.045
H -0.91266 1.86823 -2.38024 -0.016
H -1.67303 1.95785 -1.03629 -0.031
O 1.61239 -2.62309 -2.94624 -0.019
H 0.83094 -3.12829 -2.93594 -0.017
H 1.32563 -1.79253 -2.55002 -0.006
O -2.52218 0.17073 1.50169 -0.044
H -3.07006 0.32155 2.29814 0.103
H -3.00959 -0.53107 1.05105 0.106
O 2.51901 -1.74297 0.02957 -0.043
H 1.83408 -1.86428 0.68676 -0.012
H 3.34841 -2.00978 0.41419 0.064
O -0.52979 2.94696 0.76532 -0.032
H 0.23016 3.34324 1.15474 0.033
H -1.22257 2.92215 1.46577 0.047
O 1.23318 0.31853 -4.36245 -0.075
H 2.09036 0.68394 -4.11345 0.022
H 0.75863 0.12462 -3.54434 -0.039
O 1.61739 -1.13130 2.61160 -0.093
H 2.34208 -0.47868 2.73450 0.074
H 0.74106 -0.77990 2.87609 -0.009
O 2.01596 1.35960 1.08914 -0.056
H 1.33426 0.84386 0.65675 -0.036
H 1.52756 1.60213 1.86292 -0.032
O 0.41709 -3.18219 1.22152 -0.055
H 0.36372 -2.54273 1.92630 -0.017
H -0.07207 -2.88584 0.45300 -0.026
O 1.01362 2.22130 -1.88359 -0.037
H 0.85611 2.91218 -1.23635 0.052
H 1.58408 2.58986 -2.55537 0.071
O 2.86299 0.18965 -1.82870 -0.078
H 2.23931 0.85183 -1.50910 -0.026
H 2.71136 -0.52919 -1.17813 -0.013
O 0.11456 1.43609 3.21539 -0.028
H -0.78786 1.66914 2.97821 0.033
H 0.16424 1.41526 4.17547 0.076
O -1.12474 -2.87987 -0.97482 -0.032
H -1.80376 -3.30991 -0.43014 0.090
H -0.73295 -3.60676 -1.46280 0.076
O -0.00520 -0.10609 0.13349 -0.001
H -0.32935 -0.05924 -0.75614 0.017
H -0.75863 0.19043 0.62246 0.001
O -0.99582 -1.26277 3.25067 -0.069
H -1.04102 -0.92630 4.20638 0.108
H -1.56846 -0.62716 2.80152 -0.019
O -0.54982 -0.74620 -2.69922 -0.058
H -0.82418 -1.43533 -2.09796 -0.005
H -1.37331 -0.71993 -3.22707 0.105
O -3.50930 2.52516 0.21725 -0.027
H -4.24741 2.83216 0.72766 0.037
H -3.26125 1.66910 0.56388 -0.021
```

gap between HOMO and LUMO	7.93	eV
molar mass	306.25	g mol⁻¹
LUMO energy	-1.40	eV



two | Entry from OMol25: a cluster of 17 separate species, H34O17 in total (ωB97M-V with the def2-TZVPD basis set).

```
51
Properties=species:S:1:pos:R:3:lowdin_charge:R:1
O -0.17071 -1.47107 -3.44396 -0.050
H -0.39946 -0.62065 -3.08284 -0.019
H -0.76463 -1.41840 -4.19850 0.042
O -2.17084 0.47291 -2.50575 -0.052
H -1.48311 0.53492 -1.85168 -0.015
H -2.16090 1.45638 -2.69982 0.068
O -0.29617 5.95959 0.27367 -0.059
H 0.21313 5.25578 -0.12184 -0.005
H -1.05226 5.37289 0.41440 0.037
O 1.46034 1.87686 -4.52601 -0.039
H 1.71883 1.30777 -5.23399 0.029
H 0.55627 2.12665 -4.34552 0.016
O -1.41098 -0.62000 4.41646 -0.079
H -0.77973 0.13442 4.44050 -0.027
H -0.89578 -1.38184 4.68963 0.031
O -0.45769 -1.32690 0.08161 -0.064
H 0.30054 -1.15415 -0.48400 0.050
H -1.20998 -1.62696 -0.40697 0.065
O -3.06753 -3.39455 1.54625 -0.100
H -3.55253 -3.57059 2.35281 0.023
H -2.57194 -2.50340 1.73746 0.080
O 1.09063 1.05806 -0.90035 -0.090
H 1.26546 1.13014 -1.84639 0.028
H 1.91159 0.64175 -0.48663 0.017
O 2.87491 -0.45596 0.34133 -0.096
H 3.81710 -0.79054 0.27700 0.102
H 2.50417 -1.19247 0.88645 0.037
O 2.88013 -2.93901 0.06620 -0.075
H 2.14740 -3.05888 0.69500 -0.012
H 2.40840 -3.00850 -0.77643 0.061
O -1.38562 0.78799 1.19337 -0.091
H -1.88151 0.66434 0.37566 0.014
H -0.40762 0.57141 1.04355 0.042
O -2.64812 -3.32896 -3.71376 -0.081
H -3.27648 -2.88204 -3.08822 0.064
H -1.71518 -3.12760 -3.58091 -0.003
O 1.30392 3.82752 1.34315 -0.109
H 1.88761 4.62625 1.47645 0.072
H 1.79684 2.97863 1.10502 0.065
O 1.86423 -3.57614 3.83009 -0.064
H 2.77830 -3.28525 4.04317 0.061
H 1.56829 -3.74078 2.96119 -0.028
O -1.22784 3.90914 -3.04345 -0.079
H -2.05387 4.37843 -3.20471 0.038
H -1.14499 4.20265 -2.06292 0.080
O 0.41501 1.36810 4.09517 -0.050
H 0.40515 1.43665 3.14979 0.017
H -0.48457 1.55397 4.50388 0.093
O 0.83459 -2.49403 1.51541 -0.075
H 0.24330 -2.96136 0.92617 0.076
H 0.42389 -1.70319 1.82383 0.058
```

gap between HOMO and LUMO	10.71	eV
molar mass	306.25	g mol⁻¹
LUMO energy	-0.35	eV



Bottom line: one, by a margin of 2.063 eV.